Record 1
A structure of composition C30H30GeN2OSTeZr in a non-equilibrium geometry, computed with ωB97M-V/def2-TZVPD.

- Relative energy (zero: lowest compared OMol25 entry of this formula, charge and spin): 0.0 kcal per mole
- LUMO energy: -0.0005 Ha
- HOMO energy: -5.899 eV
- Kohn-Sham gap: 0.216 hartree

Geometry as XYZ:
```
67
Properties=species:S:1:pos:R:3:forces:R:3
Zr -0.966 0.662 -1.905 -0.9 0.7 0.9
C -5.717 3.842 3.713 -0.7 0.0 -1.4
C -4.702 2.827 3.281 0.3 0.8 0.7
C -3.830 2.224 4.181 0.4 -1.4 -1.0
C -2.860 1.314 3.689 -1.7 2.2 0.0
C -2.752 1.120 2.326 0.0 0.2 0.1
C -3.608 1.728 1.412 -0.3 0.0 1.3
C -4.558 2.602 1.926 -0.1 -1.0 -0.8
S -1.283 0.335 1.772 0.0 0.0 -2.0
C -1.675 -1.364 2.039 1.1 -0.3 0.5
O -1.380 0.452 0.234 0.4 -0.2 0.9
H -5.655 4.123 4.718 0.2 0.1 1.7
H -6.751 3.496 3.527 0.5 0.1 0.0
H -5.570 4.781 3.167 -0.1 -0.3 -0.2
H -3.887 2.372 5.246 -0.1 0.2 0.1
H -2.196 0.947 4.408 1.2 -0.8 0.7
H -3.572 1.452 0.388 0.2 0.3 -0.9
H -5.268 3.042 1.240 0.0 0.2 -0.1
H -2.404 -1.678 1.326 -0.4 -0.2 -0.6
H -2.074 -1.398 3.030 -0.3 -0.3 0.7
H -0.737 -1.941 2.016 -0.4 0.1 -0.3
C 0.451 -0.470 -2.722 1.2 0.1 0.4
Ge 1.879 -0.399 -1.318 -0.1 -0.2 -1.9
C 2.018 -1.811 0.012 0.4 0.8 0.5
C 2.681 -1.528 1.216 0.6 -0.7 -0.3
C 2.989 -2.558 2.112 -0.9 0.7 -1.1
C 2.540 -3.799 1.783 0.0 -2.9 1.1
C 1.852 -4.101 0.616 0.4 -0.9 -0.2
C 1.669 -3.118 -0.305 -1.0 0.7 -1.1
C 1.679 1.375 -0.497 0.2 1.0 -0.5
C 1.655 1.588 0.882 0.3 -0.2 0.6
C 1.828 2.842 1.445 -0.2 0.8 -1.1
C 1.870 3.990 0.578 -0.4 -3.5 0.6
C 1.746 3.814 -0.768 0.0 0.0 -2.3
C 1.732 2.523 -1.324 -0.4 -0.6 1.3
C 3.624 -0.641 -2.300 -0.5 0.6 -0.8
C 3.752 0.023 -3.533 0.9 -0.2 -0.1
C 4.860 -0.181 -4.379 -1.5 -0.1 -0.4
C 5.799 -1.118 -4.026 1.4 -0.4 -1.2
C 5.663 -1.844 -2.846 0.7 0.0 -0.1
C 4.599 -1.588 -2.001 -0.2 -0.9 2.0
H 0.851 -0.858 -3.647 0.2 -0.3 -0.2
H 3.144 -0.563 1.362 -0.3 0.2 0.1
H 3.483 -2.417 3.034 0.7 0.3 0.7
H 2.780 -4.665 2.443 -0.3 0.8 -0.4
H 1.556 -5.118 0.341 0.2 0.2 0.5
H 1.229 -3.347 -1.299 0.2 0.2 0.8
H 1.559 0.706 1.520 0.1 0.4 0.0
H 1.898 2.942 2.526 -0.1 0.1 -0.2
H 1.927 4.911 0.999 0.2 2.7 1.1
H 1.675 4.624 -1.547 0.2 -0.5 1.4
H 1.698 2.413 -2.388 0.0 0.0 -0.5
H 3.001 0.697 -3.889 -0.5 0.3 0.0
H 4.839 0.180 -5.431 0.2 0.2 1.1
H 6.618 -1.264 -4.795 -0.8 -0.2 1.3
H 6.390 -2.614 -2.576 -0.2 0.3 -0.1
H 4.534 -2.178 -1.019 0.0 0.9 -1.5
Te -2.462 2.773 -2.696 0.4 -0.5 -0.1
N -2.922 -3.157 -1.833 0.4 0.5 0.1
C -4.042 -2.459 -1.529 -0.7 1.8 -0.7
C -3.748 -1.155 -1.854 1.5 -1.0 -0.1
N -2.406 -1.074 -2.294 -0.8 -1.7 0.9
C -1.960 -2.350 -2.255 1.2 1.6 -0.9
H -2.851 -4.119 -1.883 0.1 -2.1 0.1
H -4.977 -2.903 -1.244 0.1 -0.1 0.1
H -4.329 -0.273 -1.842 -0.5 0.7 0.1
H -0.927 -2.671 -2.562 -1.4 0.5 0.4
```
Forces are in eV/Å.

Record 2
A structure of composition C30H30IIrNO2S3Te in a non-equilibrium geometry, computed with ωB97M-V/def2-TZVPD.

- Relative energy (zero: lowest compared OMol25 entry of this formula, charge and spin): 37.3 kcal per mole
- LUMO energy (alpha / beta): -0.2733 / -0.2717 Ha
- HOMO energy (alpha / beta): -13.078 / -13.078 eV
- Total charge: +2
- Spin multiplicity: 2
- Kohn-Sham gap (alpha / beta): 0.207 / 0.209 hartree

Geometry as XYZ:
```
69
Properties=species:S:1:pos:R:3:forces:R:3
Ir -0.017 2.776 -0.576 0.2 -0.4 -1.8
O 1.346 1.029 -1.208 -0.9 0.5 0.3
S 2.879 0.981 -1.167 0.3 -0.1 0.5
C 3.266 0.959 0.620 -0.1 -0.2 -0.3
C 2.376 0.009 1.405 0.0 0.0 0.1
C 2.337 0.381 2.891 0.0 0.0 -0.2
C 1.604 1.680 3.203 -0.3 -0.2 0.0
S -0.197 1.757 2.842 0.4 -0.2 0.1
O -0.353 1.607 1.333 0.0 -0.1 -0.1
C -0.658 0.151 3.503 -0.1 0.3 0.0
C -0.612 -0.026 4.879 0.1 0.1 0.0
C -0.945 -1.263 5.406 0.0 0.0 0.1
C -1.337 -2.296 4.564 0.0 0.0 -0.1
C -1.406 -2.093 3.192 0.0 0.0 0.1
C -1.070 -0.859 2.655 0.1 0.0 -0.2
C 3.266 -0.716 -1.613 -0.1 0.2 0.0
C 2.432 -1.346 -2.526 -0.1 0.1 0.0
C 2.777 -2.600 -3.007 0.1 0.0 0.0
C 3.946 -3.212 -2.575 -0.1 0.0 0.0
C 4.765 -2.579 -1.651 0.0 0.0 0.0
C 4.442 -1.314 -1.183 0.1 0.1 0.1
H 3.114 1.997 0.923 0.1 0.0 0.0
H 4.329 0.737 0.719 0.0 0.1 0.0
H 2.750 -1.011 1.302 0.0 0.0 0.0
H 1.368 0.039 0.990 0.0 -0.1 0.0
H 3.361 0.500 3.258 0.0 -0.1 0.1
H 1.888 -0.439 3.451 0.0 0.0 0.0
H 2.019 2.531 2.660 -0.1 0.1 0.1
H 1.661 1.902 4.271 0.0 0.1 0.0
H -0.317 0.788 5.532 0.0 0.0 0.0
H -0.901 -1.419 6.475 0.0 0.0 0.0
H -1.604 -3.258 4.980 0.0 0.0 0.0
H -1.728 -2.897 2.543 0.0 0.0 0.0
H -1.126 -0.674 1.591 0.0 0.0 -0.1
H 1.538 -0.846 -2.874 0.0 0.0 0.0
H 2.146 -3.085 -3.740 0.0 0.0 0.0
H 4.224 -4.180 -2.969 0.0 0.0 0.0
H 5.668 -3.061 -1.303 0.0 0.0 0.0
H 5.116 -0.810 -0.502 0.0 0.0 0.0
I 1.907 4.635 0.213 -0.4 0.0 -0.1
C 0.260 5.717 -0.538 0.2 -0.1 0.2
C 0.260 7.074 -0.742 -0.1 0.1 0.0
C -0.901 7.625 -1.278 0.0 -0.1 0.0
C -1.971 6.795 -1.576 0.1 0.1 0.1
C -1.869 5.441 -1.310 -0.1 -0.1 0.0
N -0.761 4.903 -0.793 0.3 -1.1 0.1
H 1.118 7.681 -0.493 0.0 0.0 0.0
H -0.954 8.690 -1.454 0.0 0.0 0.0
H -2.881 7.192 -1.999 0.0 0.0 0.0
H -2.678 4.754 -1.512 0.0 0.1 0.0
S -3.124 2.217 -1.413 0.8 -1.2 -0.6
C -1.616 1.784 -1.399 0.2 2.8 2.0
C -0.827 -2.771 -1.507 0.7 0.0 0.1
Te -1.098 -0.537 -1.527 -0.9 -1.5 -0.4
C -3.155 -1.068 -1.812 -0.3 0.5 0.2
C -3.278 -2.547 -2.002 0.4 -0.2 0.0
C -4.504 -3.109 -2.351 0.1 0.0 0.0
C -4.616 -4.476 -2.530 0.0 0.0 0.0
C -3.503 -5.291 -2.360 -0.1 -0.1 0.0
C -2.282 -4.744 -2.014 0.2 0.0 0.0
C -2.159 -3.367 -1.838 -0.6 0.5 -0.1
H -0.442 -3.074 -0.534 -0.1 0.3 0.1
H -0.066 -2.997 -2.254 0.0 0.2 0.0
H -3.560 -0.514 -2.660 0.1 -0.1 0.0
H -3.707 -0.735 -0.929 0.0 0.0 0.0
H -5.366 -2.467 -2.483 0.0 0.0 0.0
H -5.568 -4.908 -2.805 0.0 0.0 0.0
H -3.590 -6.360 -2.504 0.0 0.0 0.0
H -1.416 -5.383 -1.891 0.0 0.0 0.0
```
Forces are in eV/Å.

Record 3
A structure of composition C30H30N2O5RuS in a non-equilibrium geometry, computed with ωB97M-V/def2-TZVPD.

- LUMO energy (alpha / beta): -0.1286 / -0.1946 Ha
- HOMO energy (alpha / beta): -11.087 / -10.940 eV
- Total charge: +1
- Spin multiplicity: 6
- Kohn-Sham gap (alpha / beta): 0.279 / 0.207 hartree

Geometry as XYZ:
```
69
Properties=species:S:1:pos:R:3:forces:R:3
Ru 0.371 0.677 0.259 -1.8 0.8 -0.2
C -2.744 0.200 -3.172 0.2 -0.2 0.2
C -1.976 0.905 -2.079 -0.7 0.5 -0.6
O -1.231 0.214 -1.379 0.9 -0.3 0.9
C -2.184 2.336 -1.904 0.8 0.1 0.8
C -3.160 3.008 -2.656 -0.1 0.3 0.0
C -3.454 4.337 -2.456 -0.1 -0.3 -0.2
C -2.778 5.056 -1.466 0.0 -0.2 -0.1
C -1.796 4.454 -0.732 0.3 -0.6 0.1
C -1.432 3.088 -0.928 -1.8 0.8 -1.3
O -0.447 2.645 -0.249 2.1 -2.2 1.4
H -2.435 -0.841 -3.216 0.0 0.0 0.0
H -2.555 0.669 -4.134 -0.1 0.1 -0.1
H -3.811 0.237 -2.964 -0.1 0.1 0.0
H -3.709 2.468 -3.410 -0.1 0.0 -0.1
H -4.214 4.812 -3.054 -0.1 0.1 0.0
H -3.033 6.089 -1.285 0.0 0.1 0.0
H -1.247 4.984 0.029 0.1 0.1 0.1
C 4.553 5.668 1.229 0.1 0.0 0.0
C 3.948 4.381 1.694 -0.1 -0.1 0.1
C 3.470 3.444 0.778 -0.1 -0.1 0.1
C 2.979 2.227 1.214 0.1 0.0 -0.1
C 2.957 1.945 2.568 -0.2 -0.5 0.1
C 3.390 2.870 3.498 -0.1 -0.2 0.1
C 3.881 4.087 3.054 0.0 -0.1 -0.2
S 2.427 0.310 3.029 -0.4 -0.4 -0.6
O 3.159 -0.641 2.236 0.2 0.2 0.1
O 2.374 0.135 4.448 0.0 0.4 0.0
N 0.892 0.316 2.364 1.1 1.6 -1.3
C -0.066 -0.567 2.666 -1.3 -1.4 1.0
C -0.191 -1.322 3.851 0.1 0.2 -0.3
C -1.280 -2.155 3.977 0.0 0.2 -0.3
C -2.227 -2.223 2.956 0.0 0.2 -0.4
C -2.031 -1.458 1.813 -0.8 -0.8 0.3
N -0.985 -0.670 1.669 1.5 0.9 -0.1
H 4.214 5.926 0.229 0.0 0.1 0.0
H 5.640 5.575 1.201 0.0 0.0 0.0
H 4.310 6.479 1.912 0.0 0.1 0.0
H 3.506 3.666 -0.278 0.0 0.0 -0.1
H 2.654 1.453 0.515 0.4 0.2 -0.1
H 3.341 2.625 4.547 0.0 0.0 0.1
H 4.222 4.819 3.773 0.0 0.0 0.1
H 0.557 -1.218 4.622 0.0 -0.1 0.0
H -1.403 -2.752 4.867 0.0 0.0 0.1
H -3.093 -2.861 3.041 -0.1 0.0 -0.1
H -2.725 -1.496 0.984 0.0 0.0 0.0
C 7.120 1.476 -4.909 0.1 0.0 -0.1
C 5.824 1.374 -4.182 -0.3 0.0 0.2
C 4.892 2.412 -4.227 0.0 -0.1 0.0
C 3.677 2.327 -3.582 -0.1 -0.2 0.1
C 2.734 3.490 -3.656 -0.1 0.0 0.0
C 3.369 1.152 -2.844 0.2 -0.2 -0.1
C 2.081 1.029 -2.234 0.1 0.9 -0.8
O 1.722 0.142 -1.447 -0.4 -0.1 1.0
C 4.325 0.104 -2.755 0.0 0.2 -0.2
C 4.049 -1.133 -1.978 0.0 -0.3 0.1
C 5.521 0.238 -3.437 -0.1 0.0 0.0
H 7.242 2.453 -5.371 0.0 0.0 0.0
H 7.169 0.714 -5.686 0.0 0.0 -0.1
H 7.953 1.296 -4.231 0.1 0.0 0.0
H 5.132 3.303 -4.788 0.0 0.1 0.0
H 3.194 4.312 -4.198 0.0 0.0 0.0
H 2.470 3.845 -2.661 -0.1 0.1 0.1
H 1.815 3.218 -4.172 -0.1 0.1 0.0
H 1.348 1.803 -2.523 0.1 -0.1 0.2
H 3.096 -1.572 -2.272 0.1 -0.1 0.0
H 3.974 -0.911 -0.912 0.0 -0.1 0.0
H 4.840 -1.863 -2.124 0.1 0.0 0.0
H 6.243 -0.563 -3.392 0.1 -0.1 0.0
```
Forces are in eV/Å.